Formula: C13H21GaNO4S
Source: OMol25
Level of theory: ωB97M-V/def2-TZVPD

## Properties
LUMO ... -11.413 eV
HOMO ... -19.697 eV
Total charge ... +3
Orbital gap ... 8.284 eV

The geometry in XYZ format:
```
41
C13H21GaNO4S ωB97M-V/def2-TZVPD
Ga 0.07 0.39 -0.45
C -0.42 -1.51 1.84
C 0.98 -1.00 2.02
O 1.51 -0.57 0.69
C 2.79 0.13 0.72
C 2.98 0.90 -0.55
O 1.79 1.68 -0.98
C 1.57 2.98 -0.37
C 0.84 2.90 0.89
O -0.37 2.08 0.71
C -0.96 1.72 2.00
C -1.83 0.51 1.93
O -1.25 -0.56 1.14
H -0.85 -1.70 2.86
H -0.47 -2.48 1.31
H 1.68 -1.80 2.38
H 0.99 -0.18 2.76
H 3.56 -0.66 0.86
H 2.86 0.81 1.62
H 3.21 0.24 -1.42
H 3.85 1.58 -0.41
H 1.01 3.54 -1.12
H 2.53 3.50 -0.26
H 0.50 3.95 1.20
H 1.49 2.52 1.72
H -1.59 2.62 2.29
H -0.15 1.66 2.75
H -2.84 0.70 1.51
H -2.07 0.12 2.94
S -1.19 0.97 -2.22
C -1.57 -0.71 -2.41
N -0.91 -1.43 -3.38
C -1.14 -2.79 -3.55
C -2.02 -3.47 -2.73
C -2.74 -2.67 -1.78
C -2.56 -1.31 -1.65
H -0.19 -0.91 -3.88
H -0.48 -3.32 -4.22
H -2.12 -4.54 -2.82
H -3.38 -3.17 -1.02
H -3.10 -0.70 -0.95
```

In the Löwdin picture, each atom carries the following charge in e:
1 Ga 0.65
2 C -0.11
3 C -0.07
4 O -0.16
5 C -0.10
6 C -0.08
7 O -0.18
8 C -0.12
9 C -0.11
10 O -0.18
11 C -0.11
12 C -0.10
13 O -0.18
14 H 0.17
15 H 0.16
16 H 0.18
17 H 0.15
18 H 0.18
19 H 0.16
20 H 0.17
21 H 0.17
22 H 0.16
23 H 0.17
24 H 0.20
25 H 0.14
26 H 0.19
27 H 0.14
28 H 0.17
29 H 0.17
30 S 0.97
31 C -0.68
32 N 0.11
33 C 0.03
34 C 0.04
35 C 0.04
36 C -0.07
37 H 0.17
38 H 0.15
39 H 0.14
40 H 0.16
41 H 0.12

=====

Formula: C13H21N5O3
Source: OMol25
Level of theory: ωB97M-V/def2-TZVPD

## Properties
LUMO ... 0.593 eV
HOMO ... -7.604 eV
Energy above the lowest of the compared OMol25 structures with the same formula, charge and spin ... 0.000 eV
Orbital gap ... 8.197 eV
SMILES string ... CC(C)OCCCNc1nc2c([nH]1)c(=O)n(C)c(=O)n2C

The geometry in XYZ format:
```
42
C13H21N5O3 ωB97M-V/def2-TZVPD
C 2.43 3.81 1.31
C 2.22 2.94 2.54
C 0.81 3.14 3.12
O 2.46 1.60 2.12
C 2.55 0.61 3.13
C 1.28 -0.24 3.28
C 0.97 -1.03 2.01
N 0.61 -0.11 0.95
C -0.04 -0.54 -0.14
N -0.66 -1.72 -0.24
C -1.24 -1.70 -1.46
C -0.99 -0.51 -2.13
N -0.20 0.23 -1.25
C -1.48 -0.23 -3.43
O -1.30 0.79 -4.08
N -2.23 -1.30 -3.92
C -2.80 -1.16 -5.25
C -2.51 -2.50 -3.29
O -3.18 -3.36 -3.83
N -1.99 -2.68 -2.02
C -2.24 -3.91 -1.30
H 2.39 4.86 1.59
H 3.40 3.60 0.87
H 1.66 3.62 0.57
H 2.96 3.20 3.31
H 0.07 2.78 2.42
H 0.65 4.20 3.30
H 0.70 2.62 4.06
H 3.38 -0.04 2.83
H 2.81 1.08 4.09
H 1.44 -0.94 4.10
H 0.43 0.39 3.52
H 0.12 -1.70 2.17
H 1.84 -1.64 1.73
H 1.23 0.68 0.87
H 0.16 1.15 -1.43
H -3.89 -1.25 -5.20
H -2.42 -1.95 -5.90
H -2.51 -0.18 -5.63
H -2.81 -4.57 -1.95
H -2.79 -3.70 -0.39
H -1.29 -4.37 -1.03
```

In the Löwdin picture, each atom carries the following charge in e:
1 C -0.04
2 C -0.45
3 C -0.04
4 O -0.17
5 C -0.20
6 C -0.15
7 C -0.19
8 N 0.07
9 C -0.37
10 N 0.20
11 C -0.23
12 C -0.11
13 N 0.19
14 C -0.39
15 O 0.05
16 N 0.03
17 C -0.01
18 C -0.44
19 O 0.07
20 N 0.01
21 C -0.01
22 H 0.08
23 H 0.08
24 H 0.08
25 H 0.14
26 H 0.08
27 H 0.08
28 H 0.07
29 H 0.13
30 H 0.12
31 H 0.12
32 H 0.10
33 H 0.12
34 H 0.13
35 H 0.12
36 H 0.16
37 H 0.10
38 H 0.10
39 H 0.08
40 H 0.09
41 H 0.09
42 H 0.09

=====

Formula: C13H22AlClI2NOP
Source: OMol25
Level of theory: ωB97M-V/def2-TZVPD

## Properties
LUMO ... -8.812 eV
HOMO ... -13.733 eV
Energy above the lowest of the compared OMol25 structures with the same formula, charge and spin ... 1.300 eV
Total charge ... +2
Orbital gap ... 4.921 eV

The geometry in XYZ format:
```
42
C13H22AlClI2NOP ωB97M-V/def2-TZVPD
I 1.30 -4.35 -2.43
I -1.14 -4.50 -1.82
Al -0.56 0.33 -0.95
P -0.52 0.88 -3.20
C -2.13 1.07 -4.06
C 0.35 2.44 -3.57
H 1.37 -0.48 -3.83
H 0.43 -0.01 -5.28
H -0.16 -1.30 -4.20
C 0.36 -0.35 -4.24
H 1.35 2.38 -3.13
H 0.42 2.61 -4.65
H -1.99 1.33 -5.11
H -2.71 1.86 -3.57
H -0.19 3.27 -3.10
H -2.70 0.14 -3.98
C -2.38 0.30 -0.87
O -3.55 0.28 -0.82
Cl 1.82 0.37 -1.06
C 2.30 2.17 2.82
N 1.76 0.80 2.76
C 1.97 0.15 4.07
C 0.33 0.86 2.35
C -0.30 -0.49 2.03
C -0.59 -1.38 3.09
C -1.23 -2.60 2.86
C -1.62 -2.94 1.57
C -1.37 -2.07 0.52
C -0.71 -0.85 0.71
H 1.75 2.78 3.57
H 2.22 2.66 1.82
H 3.38 2.15 3.09
H 2.30 0.27 2.04
H 1.31 0.60 4.85
H 1.81 -0.94 4.01
H 3.02 0.26 4.40
H -0.29 1.37 3.12
H 0.26 1.50 1.45
H -0.35 -1.13 4.11
H -1.44 -3.26 3.68
H -2.15 -3.87 1.40
H -1.74 -2.30 -0.46
```

In the Löwdin picture, each atom carries the following charge in e:
1 I 0.10
2 I 0.20
3 Al 0.12
4 P 0.77
5 C -0.22
6 C -0.22
7 H 0.04
8 H 0.08
9 H 0.05
10 C -0.21
11 H 0.03
12 H 0.08
13 H 0.08
14 H 0.06
15 H 0.06
16 H 0.06
17 C 0.02
18 O 0.28
19 Cl 0.16
20 C -0.01
21 N -0.19
22 C -0.01
23 C -0.12
24 C -0.20
25 C -0.03
26 C -0.03
27 C -0.05
28 C -0.19
29 C -0.19
30 H 0.13
31 H 0.11
32 H 0.13
33 H 0.19
34 H 0.13
35 H 0.11
36 H 0.12
37 H 0.16
38 H 0.10
39 H 0.11
40 H 0.13
41 H 0.11
42 H -0.04

=====

Formula: C13H22BrFNO4
Source: OMol25
Level of theory: ωB97M-V/def2-TZVPD

## Properties
LUMO ... -4.809 eV
HOMO ... -11.059 eV
Total charge ... +1
Orbital gap ... 6.250 eV

The geometry in XYZ format:
```
42
C13H22BrFNO4 ωB97M-V/def2-TZVPD
C 1.46 -0.75 1.81
C 0.86 0.64 2.12
O -0.57 0.63 2.20
C -1.18 0.53 0.94
C -2.23 1.65 0.77
O -3.45 1.21 0.11
N -4.28 0.55 0.96
C -4.49 -0.75 0.76
C -5.30 -1.47 1.59
C -5.91 -0.86 2.67
Br -6.99 -1.80 3.88
C -5.71 0.51 2.84
F -6.25 1.18 3.84
C -4.89 1.17 1.97
H 1.58 -1.29 2.76
H 2.48 -0.64 1.42
H 0.87 -1.31 1.08
H 1.22 0.92 3.12
H 1.26 1.38 1.41
H -1.61 -0.48 0.84
H -0.43 0.65 0.15
H -2.40 2.09 1.76
H -1.83 2.45 0.15
H -4.00 -1.24 -0.08
H -5.47 -2.53 1.42
H -4.72 2.24 2.09
C 4.12 0.89 -1.10
O 3.46 -0.35 -1.25
C 2.50 -0.33 -2.30
C 3.03 -1.03 -3.54
O 4.10 -0.31 -4.12
C 5.37 -0.87 -3.82
H 4.96 0.74 -0.42
H 4.51 1.26 -2.05
H 3.45 1.64 -0.66
H 2.20 0.69 -2.53
H 1.62 -0.88 -1.94
H 2.23 -1.07 -4.29
H 3.33 -2.06 -3.31
H 5.51 -1.80 -4.39
H 5.49 -1.07 -2.76
H 6.13 -0.16 -4.13
```

In the Löwdin picture, each atom carries the following charge in e:
1 C -0.06
2 C -0.25
3 O -0.15
4 C -0.19
5 C -0.09
6 O 0.00
7 N -0.06
8 C 0.03
9 C -0.03
10 C -0.56
11 Br 0.92
12 C -0.28
13 F 0.13
14 C 0.11
15 H 0.08
16 H 0.07
17 H 0.07
18 H 0.12
19 H 0.12
20 H 0.13
21 H 0.13
22 H 0.13
23 H 0.15
24 H 0.17
25 H 0.14
26 H 0.18
27 C -0.11
28 O -0.21
29 C -0.21
30 C -0.21
31 O -0.19
32 C -0.10
33 H 0.09
34 H 0.09
35 H 0.08
36 H 0.12
37 H 0.12
38 H 0.13
39 H 0.13
40 H 0.09
41 H 0.08
42 H 0.09

=====

Formula: C13H22Cl16N2O4P2SSi
Source: OMol25
Level of theory: ωB97M-V/def2-TZVPD

## Properties
LUMO ... -0.833 eV
HOMO ... -8.924 eV
Orbital gap ... 8.091 eV
SMILES string ... COCCCCCCC[Si@@](OC#N)([PH2]=S)P(=N)(O)O.ClC(Cl)(Cl)Cl.ClC(Cl)(Cl)Cl.ClC(Cl)(Cl)Cl.ClC(Cl)(Cl)Cl

The geometry in XYZ format:
```
61
C13H22Cl16N2O4P2SSi ωB97M-V/def2-TZVPD
C 2.92 -3.69 0.22
O 4.17 -2.98 -0.07
C 3.80 -1.93 -1.01
C 5.02 -0.87 -1.20
C 4.82 0.27 -0.07
C 4.18 1.65 -0.60
C 2.95 1.50 -1.62
C 1.56 2.06 -0.95
C 0.25 1.61 -1.79
Si -0.89 0.36 -0.90
O -2.42 0.37 -1.80
C -2.24 -0.41 -2.98
N -2.25 -1.30 -3.81
P -0.19 -1.73 -0.94
S -1.77 -2.83 -0.46
P -1.41 0.88 1.18
N -2.87 1.55 1.24
O -1.45 -0.55 2.13
O -0.33 1.99 1.91
H 2.47 -3.25 1.19
H 2.14 -3.56 -0.62
H 3.16 -4.80 0.35
H 2.86 -1.38 -0.59
H 3.47 -2.39 -2.01
H 6.04 -1.39 -1.17
H 4.89 -0.39 -2.24
H 5.88 0.53 0.32
H 4.26 -0.16 0.85
H 5.03 2.30 -1.04
H 3.78 2.20 0.34
H 3.19 2.16 -2.54
H 2.72 0.43 -1.96
H 1.58 1.73 0.14
H 1.63 3.21 -1.06
H 0.65 1.06 -2.74
H -0.32 2.53 -2.18
H 0.27 -2.11 -2.25
H 0.77 -1.95 0.10
H -3.27 1.64 0.29
H -0.55 -0.95 2.02
H -0.36 2.86 1.44
Cl 9.02 -3.91 -3.17
C 7.27 -4.08 -3.47
Cl 6.38 -3.77 -1.97
Cl 6.77 -2.90 -4.71
Cl 6.92 -5.72 -4.04
Cl -4.76 -4.40 0.09
C -5.96 -3.19 0.58
Cl -7.03 -2.82 -0.79
Cl -6.93 -3.84 1.92
Cl -5.15 -1.71 1.12
Cl -4.11 2.14 4.32
C -5.84 1.98 3.97
Cl -6.76 2.20 5.48
Cl -6.33 3.22 2.79
Cl -6.17 0.36 3.31
Cl -9.17 7.89 4.41
C -8.30 6.43 3.89
Cl -7.84 6.58 2.18
Cl -6.83 6.23 4.88
Cl -9.35 5.01 4.10
```

In the Löwdin picture, each atom carries the following charge in e:
1 C -0.11
2 O -0.27
3 C -0.28
4 C -0.18
5 C -0.21
6 C -0.20
7 C -0.21
8 C -0.25
9 C -0.29
10 Si 0.37
11 O -0.20
12 C -0.35
13 N 0.16
14 P 0.23
15 S 0.10
16 P 0.53
17 N -0.18
18 O -0.24
19 O -0.25
20 H 0.10
21 H 0.06
22 H 0.11
23 H 0.08
24 H 0.12
25 H 0.06
26 H 0.11
27 H 0.11
28 H 0.12
29 H 0.12
30 H 0.11
31 H 0.12
32 H 0.09
33 H 0.08
34 H 0.12
35 H 0.09
36 H 0.10
37 H -0.02
38 H -0.07
39 H -0.02
40 H 0.05
41 H 0.08
42 Cl 0.52
43 C -2.01
44 Cl 0.59
45 Cl 0.51
46 Cl 0.52
47 Cl 0.49
48 C -2.01
49 Cl 0.51
50 Cl 0.51
51 Cl 0.48
52 Cl 0.51
53 C -2.01
54 Cl 0.50
55 Cl 0.49
56 Cl 0.49
57 Cl 0.51
58 C -2.03
59 Cl 0.50
60 Cl 0.50
61 Cl 0.50

=====

Formula: C13H22N7O3Pd
Source: OMol25
Level of theory: ωB97M-V/def2-TZVPD

## Properties
LUMO (alpha / beta) ... -2.014 / -4.908 eV
HOMO (alpha / beta) ... -10.723 / -10.769 eV
Energy above the lowest of the compared OMol25 structures with the same formula, charge and spin ... 0.268 eV
Spin multiplicity ... 3
Total charge ... +1
Orbital gap (alpha / beta) ... 8.709 / 5.861 eV

The geometry in XYZ format:
```
46
C13H22N7O3Pd ωB97M-V/def2-TZVPD
Pd -0.67 1.21 0.21
C 4.68 0.14 1.92
N 3.71 0.66 0.99
C 4.08 1.22 -0.18
C 3.18 1.67 -1.09
C 1.79 1.58 -0.75
O 0.81 1.93 -1.46
N 1.48 1.05 0.45
C 2.36 0.54 1.33
O 2.01 -0.01 2.36
H 5.59 0.73 1.89
H 4.92 -0.90 1.69
H 4.24 0.17 2.92
H 5.15 1.29 -0.37
H 3.48 2.09 -2.03
N -0.07 4.09 1.03
C -0.72 3.13 1.11
H 0.49 4.91 0.97
N -2.93 3.12 -1.26
C -3.58 2.18 -0.54
N -4.90 2.34 -0.33
O -2.99 1.19 -0.10
H -3.38 3.90 -1.71
H -1.94 2.97 -1.44
H -5.42 3.12 -0.68
H -5.36 1.71 0.30
C 0.68 -1.80 -0.52
C 0.36 -3.33 -0.48
N -1.04 -3.51 -0.20
C -1.84 -2.95 -1.26
C -1.51 -1.43 -1.39
N -0.56 -1.07 -0.33
C -1.11 -1.37 0.99
C -1.38 -2.91 1.07
H 1.13 -1.51 -1.47
H 1.37 -1.54 0.28
H 0.94 -3.82 0.31
H 0.59 -3.80 -1.43
H -2.90 -3.09 -1.02
H -1.63 -3.48 -2.18
H -2.41 -0.82 -1.28
H -1.05 -1.21 -2.35
H -2.05 -0.82 1.13
H -0.38 -1.07 1.75
H -2.43 -3.12 1.28
H -0.78 -3.37 1.85
```

In the Löwdin picture, each atom carries the following charge in e:
1 Pd 1.00
2 C -0.01
3 N -0.05
4 C -0.04
5 C 0.02
6 C -0.53
7 O -0.06
8 N 0.06
9 C -0.54
10 O 0.05
11 H 0.10
12 H 0.10
13 H 0.10
14 H 0.14
15 H 0.11
16 N 0.18
17 C -0.07
18 H 0.11
19 N 0.18
20 C -0.64
21 N 0.19
22 O -0.09
23 H 0.12
24 H 0.09
25 H 0.12
26 H 0.12
27 C -0.13
28 C -0.13
29 N -0.17
30 C -0.13
31 C -0.13
32 N -0.22
33 C -0.16
34 C -0.13
35 H 0.13
36 H 0.10
37 H 0.13
38 H 0.12
39 H 0.12
40 H 0.12
41 H 0.10
42 H 0.13
43 H 0.10
44 H 0.11
45 H 0.12
46 H 0.13